# 1
11
Properties=species:S:1:pos:R:3:lowdin_charge:R:1 method="wB97M-V/def2-TZVPD" gap_ev=9.825 total_charge=0
C 1.706 1.582 -0.051 0.003
C 0.434 1.255 0.019 -0.228
N -0.114 -0.017 -0.079 -0.489
S 0.767 -1.437 -0.045 0.859
C -1.476 -0.224 -0.058 -0.408
O -2.302 0.632 0.067 0.057
H 2.485 0.826 0.092 0.043
H 2.028 2.553 0.164 0.036
H -0.358 2.001 0.074 0.121
H 0.530 -1.722 1.238 -0.109
H -1.730 -1.287 -0.282 0.114


# 2
11
Properties=species:S:1:pos:R:3:lowdin_charge:R:1 method="wB97M-V/def2-TZVPD" gap_ev=9.517 total_charge=0
C 0.126 -2.307 0.925 0.030
C 0.260 -1.072 0.424 -0.192
O 0.276 -0.647 -0.920 -0.053
C 0.126 0.689 -1.219 -0.290
N -0.051 1.611 -0.362 -0.427
S -0.302 3.256 -0.467 0.708
H 0.047 -3.153 0.268 0.051
H 0.176 -2.367 2.053 0.082
H 0.416 -0.158 0.992 0.094
H 0.039 0.800 -2.312 0.136
H -1.114 3.349 0.618 -0.139


# 3
11
Properties=species:S:1:pos:R:3:lowdin_charge:R:1 method="wB97M-V/def2-TZVPD" gap_ev=9.833 total_charge=0
C 1.254 1.398 -0.095 -0.015
C 0.041 0.870 -0.119 -0.229
N -0.274 -0.515 -0.119 -0.483
S 0.931 -1.715 -0.186 0.820
C -1.612 -0.909 -0.102 -0.374
O -2.543 -0.141 -0.085 0.041
H 2.181 0.791 -0.097 0.040
H 1.376 2.505 -0.133 0.068
H -0.871 1.470 -0.103 0.115
H 1.220 -1.747 1.162 -0.094
H -1.703 -2.007 -0.123 0.112


# 4
11
Properties=species:S:1:pos:R:3:lowdin_charge:R:1 method="wB97M-V/def2-TZVPD" gap_ev=8.033 total_charge=0
N 2.961 -0.376 0.043 -0.008
C 1.753 0.199 -0.165 -0.240
C 0.560 -0.568 -0.107 -0.096
C -0.728 0.146 -0.036 -0.883
O -0.522 1.535 0.148 -0.112
S -2.259 -0.486 -0.009 0.644
H 4.114 -0.121 -0.042 0.202
H 3.002 -1.332 0.734 0.188
H 1.658 1.143 -0.565 0.095
H 0.709 -1.567 0.270 0.098
H 0.596 1.349 0.101 0.112


E_tot? In order: -17563.626, -17562.542, -17563.875, -17561.167 eV.
Energy relative to the best compared isomer or geometry (same formula, charge and spin)? In order: 37.8, 62.8, 32.1, 94.6 kcal per mole.